a:
DFT (ωB97M-V/def2-TZVPD) results for C4H4N2O as an isolated structure.

ORCA input file:
```
! wB97M-V def2-TZVPD RIJCOSX def2/J DEFGRID3
* xyz 0 1
C -0.813 -0.249 0.660
C -0.395 -0.175 -0.732
C 0.602 0.465 -1.197
C 1.417 0.382 0.903
H -2.624 -1.205 0.274
H -1.127 -0.632 -1.476
H 0.782 0.526 -2.321
H 2.227 0.537 1.733
N 1.699 0.626 -0.325
N 0.217 0.094 1.492
O -1.985 -0.369 0.989
*
```

=====

b:
DFT (ωB97M-V/def2-TZVPD) results for C4H4N2O as an isolated structure.

ORCA input file:
```
! wB97M-V def2-TZVPD RIJCOSX def2/J DEFGRID3
* xyz 0 1
O -1.732 1.778 1.040
C -0.830 1.126 0.556
C -0.973 -0.344 0.338
C 0.133 -0.858 -0.219
N 1.276 -0.418 -0.608
C 1.320 0.932 -0.362
N 0.396 1.679 0.163
H -1.875 -0.874 0.610
H -0.133 -2.144 -0.803
H 0.166 -2.289 -0.063
H 2.251 1.412 -0.653
*
```

=====

Which of them is the most stable, and which is the least stable? a and b, in that order.

=====

a:
DFT (ωB97M-V/def2-TZVPD) results for one molecule with the formula C4H4N2O.

ORCA input file:
```
! wB97M-V def2-TZVPD RIJCOSX def2/J DEFGRID3
* xyz 0 1
O 2.430 -1.165 0.115
C 1.306 -0.731 -0.004
C 1.034 0.709 -0.175
C -0.227 1.150 -0.188
N -1.273 0.268 0.037
C -0.988 -1.080 0.077
N 0.179 -1.599 -0.019
H 1.875 1.383 -0.274
H -0.527 2.171 -0.403
H -1.953 0.618 0.694
H -1.868 -1.723 0.138
*
```

Values from the calculation:
- SMILES = O=c1cc[nH]cn1

=====

b:
DFT (ωB97M-V/def2-TZVPD) results for one molecule with the formula C4H4N2O.

ORCA input file:
```
! wB97M-V def2-TZVPD RIJCOSX def2/J DEFGRID3
* xyz 0 1
O 2.341 -1.311 -0.399
C 1.276 -0.806 -0.113
C 1.102 0.645 0.084
C -0.134 1.173 0.059
N -1.225 0.332 -0.022
C -1.026 -1.018 0.061
N 0.116 -1.598 0.055
H 1.986 1.265 0.178
H -0.352 2.234 0.122
H -2.149 0.696 -0.187
H -1.935 -1.611 0.162
*
```

Values from the calculation:
- SMILES = O=c1cc[nH]cn1

=====

Which of them is the most stable, and which is the least stable? b and a, in that order.

=====

a:
DFT (ωB97M-V/def2-TZVPD) results for one molecule with the formula C4H4N2O.

ORCA input file:
```
! wB97M-V def2-TZVPD RIJCOSX def2/J DEFGRID3
* xyz 0 1
O 2.376 -1.299 0.168
C 1.285 -0.790 0.013
C 1.086 0.656 -0.088
C -0.149 1.179 0.061
N -1.218 0.325 0.144
C -1.018 -1.018 -0.040
N 0.122 -1.597 -0.088
H 1.995 1.241 -0.228
H -0.382 2.245 0.114
H -2.167 0.658 0.147
H -1.930 -1.601 -0.203
*
```

Values from the calculation:
- SMILES = O=c1cc[nH]cn1

=====

b:
DFT (ωB97M-V/def2-TZVPD) results for a 2-piece molecular cluster, C4H4N2O overall.

ORCA input file:
```
! wB97M-V def2-TZVPD RIJCOSX def2/J DEFGRID3
* xyz 0 1
C -0.491 1.080 -0.426
C 0.060 -0.219 -0.859
C -0.533 -1.020 -0.029
O -1.346 -0.484 0.853
C -1.490 0.831 0.641
H -0.177 2.008 -0.651
H 0.393 -0.997 -1.379
H -0.452 -2.144 -0.069
H -2.137 1.321 1.408
N 3.320 0.167 -0.121
N 2.853 -0.543 0.632
*
```

Values from the calculation:
- SMILES = c1ccoc1.N#N

=====

c:
DFT (ωB97M-V/def2-TZVPD) results for one molecule with the formula C4H4N2O.

ORCA input file:
```
! wB97M-V def2-TZVPD RIJCOSX def2/J DEFGRID3
* xyz 0 1
O -0.077 2.881 -0.690
N 0.826 2.117 -0.411
C 0.393 0.779 -0.266
C 1.167 -0.299 0.222
C 0.297 -1.334 0.450
N -0.924 -1.001 0.051
C -0.926 0.315 -0.355
H 2.233 -0.455 0.485
H 0.535 -2.198 0.965
H -1.740 -1.570 0.330
H -1.784 0.766 -0.781
*
```

Values from the calculation:
- SMILES = O=Nc1cc[nH]c1

=====

d:
DFT (ωB97M-V/def2-TZVPD) results for one molecule with the formula C4H4N2O.

ORCA input file:
```
! wB97M-V def2-TZVPD RIJCOSX def2/J DEFGRID3
* xyz 0 1
C -1.837 0.220 -0.059
C -0.899 -0.643 0.216
C 0.481 -0.306 -0.149
C 1.056 0.805 0.001
O 2.259 0.792 0.201
N 2.517 -0.724 -0.058
N 1.395 -1.234 -0.079
H -2.851 -0.237 0.006
H -1.688 1.212 -0.115
H -0.975 -1.764 0.445
H 0.541 1.879 -0.409
*
```

Values from the calculation:
- SMILES = C=Cc1conn1

=====

Which of them is the most stable, and which is the least stable? a and d, in that order.

=====

a:
DFT (ωB97M-V/def2-TZVPD) results for one molecule with the formula C4H4N2O.

ORCA input file:
```
! wB97M-V def2-TZVPD RIJCOSX def2/J DEFGRID3
* xyz 0 1
O 2.557 -0.317 0.085
C 1.573 0.613 -0.081
C 0.174 0.267 0.005
C -0.967 1.171 -0.025
C -2.028 0.323 0.143
N -1.616 -1.080 -0.058
N -0.266 -1.048 -0.077
H 2.199 -1.188 0.177
H 2.110 1.600 -0.177
H -0.915 2.238 -0.064
H -3.185 0.545 0.080
*
```

Values from the calculation:
- SMILES = O/C=C1/C=CN=N1

=====

b:
DFT (ωB97M-V/def2-TZVPD) results for one molecule with the formula C4H4N2O.

ORCA input file:
```
! wB97M-V def2-TZVPD RIJCOSX def2/J DEFGRID3
* xyz 0 1
N -0.317 1.864 -1.477
C 0.499 1.271 -0.755
C 1.643 0.910 -0.088
N 0.678 0.048 0.203
C 0.159 -1.003 0.791
C -1.239 -1.258 0.485
O -1.907 -0.560 -0.263
H -1.240 1.433 -1.486
H 2.679 1.083 0.151
H 0.732 -1.644 1.462
H -1.687 -2.143 0.977
*
```

=====

c:
DFT (ωB97M-V/def2-TZVPD) results for one molecule with the formula C4H4N2O.

ORCA input file:
```
! wB97M-V def2-TZVPD RIJCOSX def2/J DEFGRID3
* xyz 0 1
N 0.706 -1.492 -1.420
C 1.120 -0.576 -0.841
C 1.179 0.756 -0.318
C -0.007 1.202 0.133
N -1.020 0.266 0.358
C -0.664 -1.055 0.651
O 0.354 -1.351 1.231
H 2.056 1.359 -0.495
H -0.237 2.252 0.299
H -1.949 0.437 -0.012
H -1.389 -1.803 0.304
*
```

Values from the calculation:
- SMILES = N#C/C=C\NC=O

=====

Which of them is the most stable, and which is the least stable? c and b, in that order.